ORCA calculation (the ωB97M-V functional and the def2-TZVPD basis) on a cluster of 10 separate species, C36H74N13O12S2 in total in a non-equilibrium geometry.

Properties
* HOMO energy: -0.171 hartree
* lowest unoccupied orbital energy: 1.74 eV
* gap between HOMO and LUMO: 6.399 eV
* total energy: -104146.75933 eV

The geometry in ORCA input format:
```
! wB97M-V def2-TZVPD RIJCOSX def2/J DEFGRID3
* xyz -1 1
O 1.572 2.201 -2.094
C 1.652 1.539 -3.163
O 2.394 1.774 -4.134
C 0.702 0.307 -3.262
C 1.479 -0.936 -3.651
C 2.115 -1.692 -2.453
C 1.984 -0.989 -1.090
C 3.150 -1.422 -0.161
S 4.373 -0.073 0.035
C 5.117 0.126 -1.515
N 5.292 -0.735 -2.465
N 5.904 -0.075 -3.500
C 6.078 1.134 -3.107
O 5.618 1.329 -1.859
N -0.274 0.681 -4.350
N -1.622 0.685 -3.756
C -2.026 1.758 -3.379
S -2.411 3.140 -2.726
H 0.134 0.191 -2.347
H 2.250 -0.734 -4.390
H 0.777 -1.615 -4.140
H 3.154 -1.904 -2.697
H 1.629 -2.664 -2.358
H 2.051 0.092 -1.156
H 1.067 -1.334 -0.618
H 3.692 -2.267 -0.580
H 2.821 -1.617 0.856
H 6.524 1.936 -3.661
H -0.078 1.649 -4.591
C 6.255 -4.943 2.247
C 5.747 -4.661 0.852
O 4.758 -5.217 0.396
N 6.437 -3.757 0.108
C 7.620 -3.007 0.479
H 5.613 -5.677 2.712
H 7.265 -5.333 2.210
H 6.236 -4.027 2.842
H 6.053 -3.607 -0.814
H 7.403 -1.939 0.411
H 8.422 -3.246 -0.223
H 7.947 -3.242 1.486
C 1.230 4.936 -1.977
C 1.130 6.227 -1.222
O 0.325 6.355 -0.307
N 1.965 7.248 -1.564
C 2.971 7.252 -2.607
H 0.513 4.236 -1.569
H 1.012 5.075 -3.037
H 2.222 4.500 -1.872
H 1.843 8.079 -1.009
H 3.955 7.445 -2.173
H 2.753 8.040 -3.331
H 2.995 6.298 -3.122
C -6.021 7.851 -1.213
C -5.134 7.064 -2.155
O -5.522 6.713 -3.259
N -3.887 6.770 -1.717
C -3.274 7.110 -0.443
H -6.980 8.011 -1.697
H -6.181 7.300 -0.286
H -5.575 8.819 -0.982
H -3.334 6.245 -2.378
H -2.378 7.706 -0.619
H -2.980 6.192 0.069
H -3.949 7.668 0.191
C 6.272 -8.780 4.717
C 7.508 -8.027 4.285
O 7.453 -7.099 3.497
N 8.700 -8.423 4.809
C 8.957 -9.495 5.750
H 5.412 -8.349 4.215
H 6.347 -9.833 4.441
H 6.128 -8.697 5.795
H 9.483 -7.880 4.480
H 9.421 -9.094 6.653
H 9.638 -10.223 5.307
H 8.036 -9.999 6.025
C -1.785 9.002 3.607
C -2.335 9.578 2.325
O -3.354 9.152 1.809
N -1.646 10.599 1.750
C -0.423 11.228 2.208
H -2.441 8.201 3.934
H -0.787 8.593 3.446
H -1.744 9.764 4.386
H -2.064 10.935 0.897
H -0.595 12.293 2.380
H 0.354 11.122 1.449
H -0.076 10.776 3.130
C -3.173 -1.979 -1.255
C -2.130 -2.724 -2.053
O -1.037 -2.235 -2.273
N -2.459 -3.962 -2.513
C -3.710 -4.683 -2.330
H -2.763 -1.015 -0.965
H -4.068 -1.813 -1.856
H -3.440 -2.533 -0.354
H -1.722 -4.404 -3.040
H -3.517 -5.624 -1.815
H -4.152 -4.905 -3.296
H -4.410 -4.097 -1.745
C -7.800 -6.206 -1.717
C -6.832 -7.022 -2.542
O -5.726 -6.605 -2.836
N -7.240 -8.256 -2.952
C -8.507 -8.912 -2.701
H -7.330 -5.258 -1.471
H -8.713 -6.009 -2.280
H -8.048 -6.724 -0.791
H -6.548 -8.746 -3.496
H -8.341 -9.849 -2.166
H -9.002 -9.138 -3.647
H -9.159 -8.281 -2.107
C -5.495 -1.608 3.374
C -4.758 -2.617 2.523
O -5.278 -3.153 1.558
N -3.476 -2.904 2.863
C -2.689 -2.364 3.955
H -6.496 -1.485 2.973
H -5.569 -1.955 4.406
H -4.987 -0.643 3.350
H -3.040 -3.578 2.253
H -1.803 -1.866 3.557
H -2.367 -3.173 4.613
H -3.265 -1.649 4.532
C -1.739 1.381 2.359
C -0.817 1.275 1.158
O -0.667 0.214 0.571
N -0.175 2.405 0.777
C -0.268 3.722 1.398
H -2.177 0.404 2.542
H -1.184 1.689 3.246
H -2.541 2.095 2.167
H 0.427 2.289 -0.034
H -0.625 4.447 0.669
H 0.721 4.037 1.736
H -0.944 3.702 2.247
*
```

Here are the Löwdin charges for atoms 1 to 8, given in e: O -0.09; C -0.68; O -0.03; C -0.26; C -0.15; C -0.19; C -0.24; C -0.42